Entry 1:
16
Properties=species:S:1:pos:R:3 method="wB97M-V/def2-TZVPD" de_lowest_ev=5.6799 charge=+1 homo_lumo_gap_ev=6.127
C -1.117 -1.917 -1.723
C 0.641 0.413 -0.018
C 0.521 0.808 1.399
N 1.583 1.751 1.844
N -1.346 -0.689 -1.006
H -1.917 -2.182 -2.410
H -0.197 -1.768 -2.319
H 0.833 1.234 -0.713
H 1.417 -0.344 -0.155
H -0.450 1.176 1.759
H 0.725 -0.100 1.966
H 1.476 2.657 1.399
H 1.429 1.896 2.836
H -0.586 -0.132 -0.451
H -2.065 -0.097 -1.417
H -0.947 -2.707 -0.992

Entry 2:
11
Properties=species:S:1:pos:R:3 method="wB97M-V/def2-TZVPD" de_lowest_ev=6.2129 charge=0 homo_lumo_gap_ev=7.820
C 0.149 1.316 -0.076
C 0.567 -2.474 0.206
H -1.992 1.798 -0.225
H -1.466 0.030 -0.588
H 0.139 3.197 0.165
H -0.331 -3.086 0.107
H 1.414 -2.921 1.285
N -1.047 0.911 -0.478
N 0.673 2.364 0.404
N 0.453 -1.171 -0.552
S 1.441 0.035 -0.249

Entry 3:
14
Properties=species:S:1:pos:R:3 method="wB97M-V/def2-TZVPD" de_lowest_ev=1.2399 charge=0 homo_lumo_gap_ev=9.624
C 2.534 -0.292 0.640
C 1.494 -0.219 -0.458
C 0.400 -1.275 -0.378
C 0.373 0.761 -0.198
H 3.087 -1.249 0.467
H 3.185 0.605 0.611
H 2.045 -0.319 1.646
H 1.914 -0.047 -1.450
H 0.204 -1.857 -1.301
H 0.504 -1.930 0.507
H -2.693 0.841 -0.429
N -0.580 -0.260 -0.239
O 0.299 1.961 -0.078
S -2.211 -0.235 0.288

Entry 4:
22
Properties=species:S:1:pos:R:3 method="wB97M-V/def2-TZVPD" de_lowest_ev=0.3528 charge=0 smiles="CCCCC=O.O.O" homo_lumo_gap_ev=10.310
C -2.362 2.105 0.097
C -1.287 1.336 -0.715
C -1.720 -0.129 -0.896
C -0.666 -1.019 -1.598
C -1.055 -2.463 -1.502
O -2.188 -2.824 -1.291
H -3.358 2.068 -0.337
H -2.053 3.157 -0.028
H -2.338 2.014 1.181
H -1.278 1.838 -1.680
H -0.370 1.350 -0.135
H -1.864 -0.501 0.124
H -2.665 -0.348 -1.388
H -0.658 -0.716 -2.653
H 0.352 -0.824 -1.254
H -0.292 -3.241 -1.682
O 4.259 1.054 0.901
H 3.683 1.320 1.623
H 5.153 1.250 1.207
O 3.397 -1.467 3.329
H 4.332 -1.632 3.472
H 2.979 -2.329 3.224

Entry 5:
113
Properties=species:S:1:pos:R:3 method="wB97M-V/def2-TZVPD" charge=0 homo_lumo_gap_ev=8.199
C -2.098 1.188 0.121
C -2.476 -0.120 -0.841
P -3.152 -1.612 0.169
C -1.729 -2.928 0.365
C -4.599 -2.492 -0.754
C -5.765 -1.423 -1.290
C -6.475 -0.787 0.077
C -6.876 0.815 -0.104
O -7.096 1.545 1.021
O -7.027 1.492 -1.407
O -4.163 -3.445 -1.787
C -3.209 -2.846 -2.735
O -2.227 -3.661 -3.191
H -1.232 1.753 -0.432
H -3.027 1.898 0.281
H -1.657 0.813 1.164
H -1.445 -0.485 -1.318
H -3.150 0.194 -1.748
H -1.949 -3.503 1.387
H -0.672 -2.387 0.473
H -1.665 -3.661 -0.555
H -5.156 -3.141 0.079
H -5.341 -0.608 -2.015
H -6.611 -2.101 -1.782
H -7.501 -1.341 0.302
H -5.818 -0.903 1.039
H -6.079 1.626 -1.761
H -3.208 -1.709 -3.077
C 2.038 0.715 -1.119
Cl 1.002 -0.474 -1.918
Cl 1.202 1.475 0.241
H 2.935 0.214 -0.749
H 2.317 1.486 -1.841
C 4.905 1.085 1.624
Cl 4.287 -0.321 2.500
Cl 5.438 0.638 -0.001
H 4.112 1.832 1.546
H 5.752 1.502 2.174
C -10.434 -1.866 1.931
Cl -11.323 -2.293 3.398
Cl -9.108 -2.999 1.638
H -11.119 -1.892 1.080
H -10.023 -0.860 2.044
C -4.193 -6.273 0.954
Cl -4.580 -4.901 1.999
Cl -5.555 -6.675 -0.099
H -3.329 -6.016 0.335
H -3.956 -7.139 1.577
C -4.088 -1.578 -6.124
Cl -4.628 -2.091 -4.521
Cl -2.670 -0.529 -6.012
H -3.830 -2.462 -6.713
H -4.897 -1.031 -6.615
C 7.311 -1.835 -2.156
Cl 6.490 -0.933 -3.437
Cl 9.031 -2.024 -2.515
H 7.201 -1.293 -1.214
H 6.854 -2.824 -2.069
C 8.262 2.214 -2.439
Cl 7.800 3.274 -3.776
Cl 8.928 3.143 -1.091
H 7.380 1.670 -2.095
H 9.018 1.507 -2.791
C 4.031 -0.597 -6.255
Cl 3.857 -1.871 -5.042
Cl 4.830 0.825 -5.574
H 4.630 -0.977 -7.087
H 3.040 -0.310 -6.615
C -1.982 2.363 3.725
Cl -1.338 0.808 3.184
Cl -1.819 3.592 2.465
H -3.040 2.244 3.971
H -1.432 2.687 4.612
C 4.611 -4.326 -0.097
Cl 3.790 -3.425 -1.377
Cl 6.331 -4.516 -0.455
H 4.501 -3.785 0.846
H 4.154 -5.315 -0.009
C 1.836 2.021 4.600
Cl 3.123 0.912 5.090
Cl 2.449 3.257 3.496
H 1.049 1.453 4.098
H 1.429 2.509 5.490
C 7.809 -0.377 -8.546
Cl 6.400 0.274 -9.391
Cl 7.446 -0.681 -6.843
H 8.105 -1.317 -9.020
H 8.628 0.343 -8.613
C 1.931 3.694 -5.944
Cl 1.757 2.420 -4.731
Cl 2.730 5.116 -5.262
H 2.530 3.314 -6.775
H 0.940 3.981 -6.303
C -4.389 1.081 6.848
Cl -5.210 1.983 5.567
Cl -2.669 0.892 6.489
H -4.499 1.623 7.790
H -4.846 0.092 6.935
C -0.149 4.410 7.497
Cl -1.374 4.378 6.222
Cl 1.435 4.848 6.845
H -0.440 5.146 8.251
H -0.085 3.420 7.953
C 11.040 6.345 0.206
Cl 11.145 7.847 -0.721
Cl 10.091 6.572 1.680
H 10.563 5.579 -0.410
H 12.049 6.024 0.478
C -6.472 -1.930 9.164
Cl -5.648 -0.408 9.521
Cl -6.629 -2.174 7.420
H -5.895 -2.755 9.588
H -7.469 -1.908 9.611

Entry 6:
33
Properties=species:S:1:pos:R:3 method="wB97M-V/def2-TZVPD" charge=+2 smiles="C[NH+](C)C1=C([NH+](C)C)OC(C)(C)O1" homo_lumo_gap_ev=9.011
C 1.241 2.716 -0.926
N 0.532 2.088 0.236
C -0.650 2.893 0.744
C 0.073 0.744 -0.062
C 0.150 -0.455 0.556
N 0.792 -0.933 1.741
C -0.233 -1.748 2.659
C 1.782 -2.066 1.326
O -0.384 -1.361 -0.255
C -0.911 -0.772 -1.506
C -2.411 -1.072 -1.544
C -0.178 -1.253 -2.727
O -0.562 0.664 -1.279
H 0.606 2.866 -1.752
H 1.641 3.819 -0.580
H 2.276 2.170 -0.991
H 1.145 1.992 0.982
H -0.876 2.501 1.794
H -0.280 3.961 0.810
H -1.502 2.737 0.048
H 1.270 -0.133 2.305
H -0.622 -2.580 2.097
H 0.211 -1.869 3.682
H -1.081 -1.056 2.899
H 1.515 -2.818 0.484
H 2.592 -1.463 0.843
H 2.141 -2.449 2.187
H -2.872 -0.157 -1.071
H -2.593 -2.001 -0.971
H -2.991 -0.943 -2.534
H 0.977 -0.965 -2.733
H -0.565 -0.720 -3.543
H -0.232 -2.337 -2.918

Entry 7:
65
Properties=species:S:1:pos:R:3 method="wB97M-V/def2-TZVPD" de_lowest_ev=7.7782 charge=+2 homo_lumo_gap_ev=9.552
Be 0.163 -0.143 -0.099
C 2.938 -1.788 1.685
O 1.743 -1.682 1.263
N 3.645 -2.859 1.542
N 3.659 -0.847 2.295
H 3.315 -3.531 0.864
H 4.608 -2.695 1.798
H 3.106 -0.005 2.218
H 4.599 -0.904 2.660
C -0.898 -1.112 -3.168
O 0.059 -0.729 -2.526
N -1.895 -1.760 -2.709
N -0.836 -0.964 -4.476
H -2.128 -1.993 -1.755
H -2.685 -1.786 -3.338
H -1.711 -1.136 -4.949
H -0.067 -0.358 -4.726
C 3.430 0.733 -1.495
O 2.342 0.226 -1.332
N 4.135 0.657 -2.572
N 4.076 1.312 -0.524
H 5.020 1.130 -2.684
H 3.842 0.073 -3.341
H 3.668 0.919 0.312
H 5.051 1.500 -0.707
C -1.592 -0.431 2.986
O -1.064 -0.050 1.929
N -2.220 0.368 3.780
N -1.567 -1.629 3.390
H -2.299 0.206 4.774
H -2.242 1.339 3.503
H -2.066 -1.750 4.259
H -1.220 -2.320 2.740
C -1.912 -3.430 0.012
O -1.356 -2.382 0.213
N -2.891 -3.988 0.688
N -1.372 -4.274 -0.681
H -3.341 -4.846 0.403
H -3.362 -3.350 1.315
H -0.391 -4.051 -0.759
H -1.698 -5.229 -0.727
C -3.276 0.925 -1.039
O -2.166 0.415 -0.865
N -3.716 1.301 -2.188
N -4.198 1.056 -0.111
H -3.029 1.197 -2.921
H -4.542 1.867 -2.323
H -5.153 1.258 -0.371
H -3.869 0.882 0.828
C -0.270 3.244 -1.777
O -0.078 2.237 -1.053
N 0.307 3.448 -2.918
N -1.026 4.224 -1.445
H -0.065 4.258 -3.394
H 0.838 2.652 -3.243
H -1.741 4.039 -0.757
H -1.011 5.049 -2.029
C 1.738 1.689 2.428
O 1.629 1.160 1.373
N 1.994 2.953 2.649
N 1.671 1.104 3.596
H 2.416 3.150 3.545
H 2.010 3.571 1.851
H 1.292 0.173 3.697
H 1.662 1.708 4.405

Entry 8:
215
Properties=species:S:1:pos:R:3 method="wB97M-V/def2-TZVPD" charge=0 smiles=CC1(C)CCCC(C)(C)N1O.CC1(C)CCCC(C)(C)N1O.CC1(C)CCCC(C)(C)N1O.CC1(C)CCCC(C)(C)N1O.CC1(C)CCCC(C)(C)N1O.CC1(C)CCCC(C)(C)N1O.CC1(C)CCCC(C)(C)N1O.ClCCl homo_lumo_gap_ev=8.823
C 9.799 14.823 9.579
C 10.243 15.721 10.730
C 11.688 16.208 10.418
C 9.360 16.950 10.809
C 7.999 16.716 11.479
C 8.196 16.177 12.920
C 9.058 14.929 12.866
C 9.531 14.632 14.319
C 8.327 13.735 12.204
N 10.301 15.242 12.126
O 11.302 14.222 12.169
H 8.724 14.536 9.551
H 10.127 15.287 8.610
H 10.357 13.893 9.613
H 11.695 16.809 9.490
H 12.069 16.712 11.309
H 12.298 15.267 10.211
H 9.829 17.761 11.407
H 9.110 17.355 9.831
H 7.432 17.631 11.588
H 7.318 16.044 10.870
H 7.290 15.829 13.463
H 8.609 16.981 13.500
H 9.982 13.663 14.462
H 8.614 14.728 14.912
H 10.222 15.389 14.718
H 8.126 13.887 11.166
H 7.456 13.487 12.745
H 8.987 12.843 12.242
H 10.868 13.376 11.985
C 15.058 11.914 15.804
C 15.172 12.195 14.281
C 15.751 13.580 14.054
C 16.047 11.186 13.517
C 15.432 9.812 13.501
C 14.096 9.806 12.750
C 13.152 10.811 13.498
C 11.895 11.006 12.664
C 12.609 10.162 14.798
N 13.870 12.090 13.607
O 12.959 13.012 14.324
H 16.015 12.109 16.343
H 14.275 12.537 16.214
H 14.714 10.924 16.090
H 15.662 13.909 12.981
H 15.281 14.364 14.679
H 16.763 13.740 14.426
H 16.135 11.737 12.539
H 17.001 11.123 13.990
H 16.171 9.132 13.124
H 15.274 9.480 14.511
H 13.548 8.901 12.664
H 14.256 10.181 11.744
H 11.085 11.447 13.246
H 11.575 10.064 12.136
H 11.978 11.748 11.898
H 12.104 10.976 15.363
H 13.368 9.636 15.379
H 11.806 9.404 14.556
H 12.560 13.575 13.643
C 8.814 11.797 26.677
C 9.655 12.744 25.752
C 10.064 14.075 26.580
C 10.846 11.946 25.418
C 11.763 12.453 24.301
C 10.801 12.595 23.129
C 9.679 13.592 23.416
C 10.151 15.095 23.480
C 8.660 13.490 22.216
N 8.927 13.059 24.563
O 7.788 13.851 24.880
H 8.794 10.798 26.256
H 9.257 11.840 27.715
H 7.766 12.223 26.789
H 10.623 14.735 25.905
H 9.283 14.523 27.190
H 10.861 13.774 27.216
H 11.387 11.736 26.350
H 10.496 10.916 25.129
H 12.263 13.388 24.597
H 12.436 11.617 24.059
H 10.475 11.631 22.807
H 11.299 13.020 22.203
H 10.980 15.240 24.152
H 9.404 15.753 23.851
H 10.464 15.447 22.499
H 7.745 13.942 22.578
H 8.513 12.449 22.024
H 9.074 14.060 21.410
H 8.134 14.621 25.399
C 16.318 18.469 18.076
C 17.350 17.537 18.698
C 18.645 18.301 18.949
C 16.794 16.968 19.977
C 17.664 15.772 20.463
C 17.696 14.640 19.470
C 18.225 15.134 18.105
C 19.736 15.308 18.115
C 17.950 14.024 17.071
N 17.409 16.358 17.744
O 18.023 16.865 16.534
H 16.554 18.893 17.103
H 15.462 17.849 17.880
H 16.013 19.228 18.813
H 18.382 19.227 19.399
H 19.355 17.836 19.636
H 19.196 18.566 17.993
H 16.718 17.757 20.791
H 15.771 16.546 19.766
H 18.725 16.004 20.657
H 17.222 15.376 21.363
H 16.697 14.130 19.318
H 18.342 13.874 19.891
H 19.974 15.943 17.207
H 20.275 14.376 18.114
H 20.242 15.777 18.958
H 18.433 13.061 17.282
H 18.338 14.334 16.080
H 16.882 13.817 17.061
H 17.399 16.781 15.812
C 14.543 16.822 12.434
C 14.192 18.008 13.245
C 15.053 17.872 14.502
C 14.504 19.240 12.414
C 13.903 20.482 13.004
C 12.408 20.348 13.188
C 12.102 19.120 14.116
C 12.544 19.248 15.561
C 10.601 18.894 14.070
N 12.691 17.987 13.359
O 12.357 16.760 13.985
H 15.614 16.572 12.123
H 14.170 15.992 12.977
H 14.046 16.618 11.504
H 16.030 17.809 14.093
H 15.080 18.732 15.169
H 14.849 16.954 15.068
H 15.614 19.333 12.225
H 14.129 19.253 11.350
H 14.236 20.657 14.044
H 14.207 21.322 12.368
H 11.878 20.156 12.263
H 11.945 21.179 13.648
H 12.671 18.207 15.933
H 11.897 19.744 16.311
H 13.513 19.677 15.674
H 9.901 19.435 14.737
H 10.329 17.829 14.237
H 10.218 19.013 13.032
H 11.800 16.329 13.301
C 16.966 11.717 22.364
C 15.733 11.177 21.609
C 15.052 10.169 22.544
C 14.778 12.345 21.203
C 13.666 11.840 20.269
C 14.317 11.213 19.006
C 15.217 10.052 19.421
C 14.401 8.820 19.820
C 16.071 9.677 18.142
N 16.183 10.523 20.396
O 17.057 9.510 20.769
H 17.760 12.194 21.765
H 16.503 12.478 23.040
H 17.321 10.958 23.021
H 14.133 9.812 22.165
H 15.683 9.303 22.729
H 14.727 10.599 23.550
H 14.500 12.776 22.147
H 15.381 13.081 20.720
H 12.977 11.104 20.872
H 13.070 12.736 19.954
H 14.912 12.013 18.604
H 13.539 10.809 18.322
H 15.123 8.011 20.003
H 13.837 8.599 18.897
H 13.676 8.937 20.648
H 15.403 9.059 17.491
H 16.872 8.969 18.355
H 16.446 10.479 17.526
H 17.888 9.747 20.345
C 8.835 8.302 15.643
C 8.466 8.928 16.975
C 7.175 8.490 17.642
C 9.673 8.539 17.881
C 9.796 9.308 19.213
C 10.013 10.722 18.855
C 8.963 11.389 17.935
C 7.766 11.711 18.812
C 9.579 12.604 17.355
N 8.665 10.425 16.828
O 7.498 10.953 16.112
H 9.728 8.794 15.351
H 8.916 7.151 15.730
H 8.047 8.551 14.882
H 7.080 8.980 18.645
H 6.273 8.721 17.109
H 7.251 7.377 17.768
H 9.601 7.452 18.086
H 10.625 8.710 17.306
H 8.873 9.068 19.811
H 10.624 8.898 19.850
H 11.049 10.697 18.400
H 10.171 11.429 19.674
H 7.664 10.967 19.622
H 6.841 11.658 18.185
H 7.888 12.752 19.220
H 8.803 13.015 16.716
H 10.402 12.442 16.711
H 9.914 13.418 17.999
H 7.907 11.157 15.256
Cl 11.397 15.789 18.049
C 12.379 15.329 16.662
Cl 14.113 15.503 16.984
H 12.229 14.256 16.419
H 12.110 15.965 15.846